No. 1
Entry from the Open Molecules 2025 dataset: 2 unconnected molecules or ions with the total composition C9H11O2 in a non-equilibrium geometry (the ωB97M-V functional and the def2-TZVPD basis).

CARTESIAN COORDINATES (ANGSTROEM)
1 C 1.569 1.798 -1.657
2 C 0.554 -0.343 1.190
3 C 0.843 0.446 2.249
4 C 0.931 0.060 -0.098
5 C 1.499 1.388 -0.232
6 C 1.363 1.729 2.014
7 C 1.641 2.234 0.800
8 H 0.016 -1.299 1.505
9 H 0.577 -0.015 3.226
10 H 1.190 -0.616 -0.965
11 H 1.612 2.365 2.933
12 H 1.743 0.896 -2.444
13 H 2.215 2.653 -1.873
14 H 2.116 3.200 0.965
15 H 0.504 2.039 -1.870
16 C -2.927 -1.799 -0.984
17 C -2.249 -3.106 -0.574
18 O -1.165 -2.949 -0.005
19 O -2.765 -4.206 -0.824
20 H -4.038 -1.687 -0.811
21 H -2.776 -1.786 -2.067
22 H -2.452 -1.005 -0.480

Summary:
HOMO energy ... -3.7 eV
Total energy ... -500.0233 hartree
Charge ... -1
Spin multiplicity ... 1
Kohn-Sham gap ... 0.252 Ha
Relative energy (zero: lowest compared OMol25 entry of this formula, charge and spin) ... 181.9 kJ/mol
E_LUMO ... 3.12 eV
Maximum force ... 5.08 eV Å⁻¹

=====

No. 2
Entry from the Open Molecules 2025 dataset: a single C9H11O2P molecule in a non-equilibrium geometry (the ωB97M-V functional and the def2-TZVPD basis).

CARTESIAN COORDINATES (ANGSTROEM)
1 C 3.550 -0.902 -0.001
2 C 2.372 -1.436 0.490
3 C 3.652 0.382 -0.397
4 C 1.283 -0.671 0.649
5 C 2.580 1.212 -0.276
6 C 1.468 0.697 0.371
7 C -3.997 -0.902 0.085
8 C -2.470 -0.706 -0.366
9 C 0.248 1.541 0.155
10 O -2.367 1.912 -0.045
11 O 0.181 2.718 -0.015
12 P -1.514 0.745 0.665
13 H 4.426 -1.630 -0.137
14 H 2.230 -2.560 0.585
15 H 4.558 0.767 -0.765
16 H 0.268 -0.979 0.984
17 H 2.599 2.290 -0.621
18 H -4.181 -1.333 1.095
19 H -4.281 -1.609 -0.765
20 H -4.738 -0.129 0.076
21 H -2.242 -0.467 -1.415
22 H -1.795 -1.595 -0.138
23 H -1.831 2.655 -0.215

Summary:
HOMO energy ... -7.8 eV
Total energy ... -841.3159 hartree
Spin multiplicity ... 1
Kohn-Sham gap ... 0.287 Ha
Relative energy (zero: lowest compared OMol25 entry of this formula, charge and spin) ... 333.3 kJ/mol
E_LUMO ... 0.00 eV
Maximum force ... 3.66 eV Å⁻¹

=====

No. 3
Entry from the Open Molecules 2025 dataset: 2 unconnected molecules or ions with the total composition C9H11O3 in a non-equilibrium geometry (the ωB97M-V functional and the def2-TZVPD basis).

CARTESIAN COORDINATES (ANGSTROEM)
1 C -3.232 0.141 -2.014
2 C -0.008 1.425 -0.833
3 C -0.073 0.898 0.518
4 C -1.001 1.022 -1.641
5 C -2.142 0.426 -1.063
6 C -1.111 0.248 1.118
7 C -2.162 0.054 0.249
8 O 1.048 0.807 1.237
9 H 0.782 2.124 -1.224
10 H -1.133 1.265 -2.569
11 H -0.961 0.008 2.203
12 H 1.634 0.065 0.639
13 H -2.991 -0.326 -2.893
14 H -3.717 1.149 -2.155
15 H -3.080 -0.447 0.621
16 H -4.097 -0.279 -1.500
17 C 2.911 -1.131 1.999
18 C 3.573 -1.378 0.405
19 O 4.680 -1.740 0.380
20 O 2.731 -1.189 -0.496
21 H 2.679 -2.017 2.483
22 H 2.003 -0.591 2.009
23 H 3.666 -0.534 2.527

Summary:
HOMO energy ... -4.1 eV
Total energy ... -575.2361 hartree
Charge ... -1
Spin multiplicity ... 1
Kohn-Sham gap ... 0.267 Ha
Relative energy (zero: lowest compared OMol25 entry of this formula, charge and spin) ... 321.2 kJ/mol
E_LUMO ... 3.16 eV
Maximum force ... 6.49 eV Å⁻¹

=====

No. 4
Entry from the Open Molecules 2025 dataset: 2 unconnected molecules or ions with the total composition C9H11O3 in a non-equilibrium geometry (the ωB97M-V functional and the def2-TZVPD basis).

CARTESIAN COORDINATES (ANGSTROEM)
1 C 0.272 3.034 -1.614
2 C -1.129 3.093 -1.119
3 O -1.412 2.477 -0.021
4 O -1.921 3.833 -1.663
5 H 0.895 2.235 -1.248
6 H 0.882 3.904 -1.198
7 H 0.236 3.219 -2.695
8 C 0.825 -4.497 0.366
9 C -0.706 -0.899 0.288
10 C -0.658 -2.310 0.175
11 C 0.487 -0.166 0.634
12 C 0.489 -3.095 0.498
13 C 1.570 -1.012 0.960
14 C 1.618 -2.360 1.013
15 O 0.523 1.096 0.875
16 H -1.602 -0.249 0.084
17 H -1.606 -2.849 -0.177
18 H -0.280 1.773 0.748
19 H 2.467 -0.416 1.322
20 H -0.081 -5.020 0.128
21 H 1.031 -5.081 1.302
22 H 2.455 -2.748 1.428
23 H 1.462 -4.752 -0.421

Summary:
HOMO energy (spin up / spin down) ... 3.4 / -1.6 eV
Total energy ... -575.1743 hartree
Charge ... -2
Spin multiplicity ... 2
Kohn-Sham gap (spin up / spin down) ... 0.086 / 0.269 Ha
Relative energy (zero: lowest compared OMol25 entry of this formula, charge and spin) ... 84.1 kJ/mol
E_LUMO (spin up / spin down) ... 5.75 / 5.73 eV
Maximum force ... 5.03 eV Å⁻¹

=====

No. 5
Entry from the Open Molecules 2025 dataset: 2 unconnected molecules or ions with the total composition C9H11O3S in a non-equilibrium geometry (the ωB97M-V functional and the def2-TZVPD basis).

CARTESIAN COORDINATES (ANGSTROEM)
1 C -2.641 1.650 -1.195
2 C -1.418 1.017 -1.135
3 C -3.447 1.401 -0.137
4 C -1.055 0.387 0.102
5 C -0.659 -2.335 -0.624
6 C 2.509 -1.269 0.273
7 C 1.957 1.232 0.652
8 C 1.516 -0.062 -0.038
9 C 0.141 -0.271 0.479
10 O -1.436 -2.641 0.202
11 O 0.007 -2.389 -1.610
12 O 0.035 -0.853 1.816
13 S -2.629 0.410 1.053
14 H -3.054 2.192 -1.927
15 H -0.770 1.085 -1.998
16 H -4.489 1.781 0.048
17 H 2.665 -1.912 -0.667
18 H 3.521 -0.929 0.392
19 H 2.306 -1.830 1.178
20 H 1.715 1.054 1.711
21 H 3.037 1.498 0.407
22 H 1.393 2.051 0.399
23 H 1.482 0.224 -1.121
24 H -0.686 -1.490 1.739

Summary:
HOMO energy ... -1.7 eV
Total energy ... -973.4322 hartree
Charge ... -1
Spin multiplicity ... 1
Kohn-Sham gap ... 0.190 Ha
Relative energy (zero: lowest compared OMol25 entry of this formula, charge and spin) ... 0.0 kJ/mol
E_LUMO ... 3.46 eV
Maximum force ... 3.82 eV Å⁻¹

=====

No. 6
Entry from the Open Molecules 2025 dataset: a molecular structure, C9H12AsBMoN6S4 (the ωB97M-V functional and the def2-TZVPD basis).

CARTESIAN COORDINATES (ANGSTROEM)
1 Mo -0.402 0.252 -0.167
2 B 1.958 -1.482 -1.310
3 N 1.403 -0.303 -2.230
4 C 1.808 -0.043 -3.458
5 C 1.127 1.079 -3.962
6 C 0.283 1.466 -2.960
7 N 0.448 0.629 -1.893
8 N 1.181 -1.505 0.115
9 C 1.750 -2.178 1.133
10 C 0.769 -2.817 1.879
11 C -0.428 -2.480 1.274
12 N -0.188 -1.710 0.189
13 H 3.099 -1.260 -1.033
14 H 1.741 -2.516 -1.864
15 H 2.554 -0.664 -3.929
16 H 1.241 1.522 -4.935
17 H -0.434 2.268 -2.915
18 H 2.824 -2.205 1.232
19 H 0.908 -3.436 2.749
20 H -1.441 -2.723 1.556
21 S -5.736 0.761 0.303
22 As -5.513 0.641 -1.885
23 S -3.251 -0.028 -2.010
24 S -2.399 0.997 -0.467
25 S -6.284 -1.024 -0.664
26 N -0.829 1.563 2.595
27 C -0.186 2.196 3.574
28 C 1.162 2.230 3.246
29 C 1.255 1.576 2.034
30 N 0.033 1.164 1.624
31 H -1.823 1.415 2.493
32 H -0.712 2.574 4.436
33 H 1.959 2.670 3.819
34 H 2.125 1.371 1.431

Summary:
HOMO energy (spin up / spin down) ... -13.9 / -13.9 eV
Total energy ... -4599.7195 hartree
Charge ... +2
Spin multiplicity ... 1
Kohn-Sham gap (spin up / spin down) ... 0.203 / 0.202 Ha
Relative energy (zero: lowest compared OMol25 entry of this formula, charge and spin) ... 0.0 kJ/mol
E_LUMO (spin up / spin down) ... -8.38 / -8.42 eV
Maximum force ... 0.69 eV Å⁻¹

=====

No. 7
Entry from the Open Molecules 2025 dataset: 2 unconnected molecules or ions with the total composition C9H12BCl2NO4 in a non-equilibrium geometry (the ωB97M-V functional and the def2-TZVPD basis).

CARTESIAN COORDINATES (ANGSTROEM)
1 C 3.082 2.725 -0.734
2 O 1.745 2.261 -1.113
3 B 1.569 0.893 -0.728
4 O 2.589 -0.058 -1.166
5 C 0.370 0.295 0.197
6 O 0.080 -1.057 -0.317
7 C -0.500 -1.758 0.788
8 O -1.480 -2.504 0.522
9 C -1.000 1.166 0.114
10 C -2.070 0.635 -0.868
11 C -3.420 1.412 -0.943
12 C -3.549 2.654 0.014
13 C -2.325 2.996 0.894
14 N -1.084 2.297 0.975
15 H 3.923 2.157 -1.264
16 H 3.220 2.532 0.398
17 H 3.241 3.834 -0.959
18 H 2.792 -0.639 -0.389
19 H 0.705 0.271 1.289
20 H -0.093 -1.657 1.850
21 H -1.973 -0.284 -1.528
22 H -4.289 1.133 -1.626
23 H -4.508 3.282 0.066
24 H -2.449 3.901 1.597
25 C 1.072 -5.250 0.445
26 Cl 2.060 -4.464 1.684
27 Cl 0.252 -6.675 1.092
28 H 0.324 -4.543 0.087
29 H 1.716 -5.556 -0.378

Summary:
HOMO energy ... -9.1 eV
Total energy ... -1651.0149 hartree
Spin multiplicity ... 1
Kohn-Sham gap ... 0.341 Ha
E_LUMO ... 0.13 eV
Maximum force ... 5.36 eV Å⁻¹

=====

No. 8
Entry from the Open Molecules 2025 dataset: a single C9H12BNO3 molecule in a non-equilibrium geometry (the ωB97M-V functional and the def2-TZVPD basis).

CARTESIAN COORDINATES (ANGSTROEM)
1 O 0.731 0.215 -1.717
2 O -3.269 2.729 -2.381
3 O -1.261 2.386 -1.079
4 B -2.191 1.991 -2.093
5 C -0.159 -0.513 -1.249
6 C 2.299 -0.116 3.130
7 C 2.963 -0.157 1.889
8 C 0.996 -0.616 3.257
9 C 2.371 -0.737 0.745
10 C 0.425 -1.083 2.084
11 C 1.097 -1.215 0.896
12 N -1.538 -0.398 -1.561
13 C 0.274 -1.601 -0.333
14 C -1.939 0.548 -2.591
15 H -3.386 3.576 -1.949
16 H -0.630 1.730 -0.709
17 H 2.845 0.173 4.001
18 H 3.862 0.336 1.812
19 H 0.429 -0.591 4.210
20 H 2.831 -0.628 -0.197
21 H -0.567 -1.441 2.141
22 H -2.254 -0.888 -0.927
23 H 0.831 -2.389 -0.840
24 H -0.680 -2.184 -0.179
25 H -1.126 0.593 -3.331
26 H -2.954 0.279 -3.029

Summary:
HOMO energy ... -9.3 eV
Total energy ... -655.5692 hartree
Spin multiplicity ... 1
Kohn-Sham gap ... 0.359 Ha
Relative energy (zero: lowest compared OMol25 entry of this formula, charge and spin) ... 0.0 kJ/mol
E_LUMO ... 0.51 eV
Maximum force ... 4.49 eV Å⁻¹

=====

No. 9
Entry from the Open Molecules 2025 dataset: a molecular structure, C9H12BeCl3Ge (the ωB97M-V functional and the def2-TZVPD basis).

CARTESIAN COORDINATES (ANGSTROEM)
1 Be 0.604 0.347 0.560
2 C -2.628 1.295 0.728
3 C -1.430 0.570 0.251
4 C -0.650 1.073 -0.818
5 C 0.318 0.277 -1.481
6 C 0.903 0.706 -2.775
7 C 0.624 -0.990 -0.923
8 C -0.130 -1.538 0.145
9 C -0.008 -2.968 0.514
10 C -1.086 -0.700 0.773
11 H -2.392 1.983 1.537
12 H -3.380 0.605 1.102
13 H -3.073 1.881 -0.072
14 H -0.962 1.995 -1.292
15 H 1.858 1.219 -2.640
16 H 0.237 1.392 -3.296
17 H 1.089 -0.152 -3.421
18 H 1.282 -1.649 -1.478
19 H 0.788 -3.134 1.241
20 H 0.226 -3.576 -0.359
21 H -0.931 -3.339 0.953
22 H -1.736 -1.140 1.518
23 Cl 3.444 -0.338 2.754
24 Ge 2.304 1.287 2.037
25 Cl 3.457 2.607 0.862
26 Cl 1.272 2.287 3.580

Summary:
HOMO energy (spin up / spin down) ... -17.9 / -18.7 eV
Total energy ... -3821.8389 hartree
Charge ... +2
Spin multiplicity ... 2
Kohn-Sham gap (spin up / spin down) ... 0.369 / 0.247 Ha
E_LUMO (spin up / spin down) ... -7.84 / -12.00 eV
Maximum force ... 0.92 eV Å⁻¹

=====

No. 10
Entry from the Open Molecules 2025 dataset: 2 unconnected molecules or ions with the total composition C9H12Cl2NOP in a non-equilibrium geometry (the ωB97M-V functional and the def2-TZVPD basis).

CARTESIAN COORDINATES (ANGSTROEM)
1 C 0.484 3.033 1.137
2 C -0.041 2.957 -0.083
3 C 0.571 1.929 1.988
4 C -0.498 1.752 -0.535
5 C 0.171 0.703 1.467
6 C -0.341 0.560 0.168
7 C -2.085 -0.881 -0.936
8 C -0.467 -3.109 -0.214
9 C -0.696 -0.736 -0.510
10 N -0.360 -1.823 0.339
11 O 1.916 -0.810 -1.573
12 P 2.250 -0.396 -0.179
13 Cl 3.961 -1.522 0.233
14 Cl 2.991 1.436 -0.105
15 H 0.987 3.962 1.380
16 H 0.028 3.818 -0.683
17 H 0.958 1.790 2.972
18 H -1.049 1.582 -1.540
19 H -0.014 -0.117 2.140
20 H -2.673 -0.299 -0.276
21 H -2.252 -0.552 -1.934
22 H -2.460 -1.913 -0.993
23 H -0.488 -3.102 -1.293
24 H 0.445 -3.656 0.098
25 H -1.358 -3.652 0.305
26 H 0.020 -0.954 -1.373

Summary:
HOMO energy ... -8.0 eV
Total energy ... -1741.7704 hartree
Spin multiplicity ... 1
Kohn-Sham gap ... 0.195 Ha
Relative energy (zero: lowest compared OMol25 entry of this formula, charge and spin) ... 221.4 kJ/mol
E_LUMO ... -2.67 eV
Maximum force ... 3.99 eV Å⁻¹